Entry 1:
Computed, not measured: 2 unconnected molecules or ions with the total composition C9H14, with ωB97M-V/def2-TZVPD.

For the energy above the lowest of the compared OMol25 structures with the same formula, charge and spin, the calculation gives 1.0777 eV. As for the electronic energy: -351.29059 Eh. The charge is 0. The SMILES is Cc1ccccc1.CC.

Geometry (Å):
C -0.82541 -1.75181 1.28709
C -0.40651 -1.40975 -1.14589
C -0.00436 -1.13899 0.17569
C 0.36462 -0.85800 -2.14309
C 0.85715 -0.11103 0.48257
C 1.53031 -0.17659 -1.81075
C 1.77565 0.23525 -0.51933
H -1.21539 -2.11978 -1.28201
H -0.04936 -0.77059 -3.13875
H -0.92497 -1.10504 2.16472
H -0.46923 -2.72404 1.62110
H 1.07112 0.36356 1.43152
H 2.10565 0.21496 -2.64767
H 2.74572 0.65691 -0.27520
H -1.86604 -1.95616 1.01788
C -1.52844 1.74895 1.90039
C -0.89191 2.48963 0.70890
H -1.91807 2.48359 2.60239
H -2.24956 1.03608 1.51796
H -0.81884 1.21352 2.53553
H -0.99767 1.93138 -0.21937
H 0.19253 2.59443 0.73414
H -1.43774 3.40937 0.55834

=====

Entry 2:
Computed, not measured: 2 unconnected molecules or ions with the total composition C9H14, with ωB97M-V/def2-TZVPD.

For the energy above the lowest of the compared OMol25 structures with the same formula, charge and spin, the calculation gives 0.2151 eV. As for the electronic energy: -351.32229 Eh. The charge is 0. The SMILES is Cc1ccccc1.CC.

Geometry (Å):
C 3.29327 -1.76266 0.92894
C -0.71419 -0.23259 1.18814
C -0.45022 -1.46381 0.57225
C 0.32969 0.45626 1.76386
C 0.82626 -1.95612 0.50552
C 1.62704 -0.05102 1.73155
C 1.88752 -1.23328 1.06449
H -1.71868 0.17334 1.16203
H -1.30297 -1.94785 0.11019
H 0.13637 1.40056 2.25642
H 1.07356 -2.90567 0.04155
H 2.40580 0.49385 2.24841
H 3.41977 -2.77412 1.31110
H 4.02715 -1.13628 1.44933
H 3.57186 -1.78097 -0.13086
C -3.06374 1.72394 -1.95580
C -1.54261 1.98272 -2.08893
H -3.21201 1.21102 -1.00731
H -3.65441 2.64631 -1.89069
H -3.40139 1.12133 -2.79298
H -1.06388 1.02769 -1.89642
H -1.21700 2.78816 -1.44532
H -1.25717 2.21916 -3.12549

=====

Entry 3:
Computed, not measured: 2 unconnected molecules or ions with the total composition C9H14, with ωB97M-V/def2-TZVPD.

For the energy above the lowest of the compared OMol25 structures with the same formula, charge and spin, the calculation gives 0.3739 eV. As for the electronic energy: -351.31645 Eh. The charge is 0. The SMILES is Cc1ccccc1.CC.

Geometry (Å):
C -1.67865 0.69543 -1.74858
C -0.23320 2.28629 -0.47635
C -0.35849 1.09129 -1.20070
C 0.94511 2.68205 0.09890
C 0.76347 0.29213 -1.23929
C 2.06722 1.86305 0.02994
C 1.95921 0.65548 -0.62324
H -1.10822 2.92957 -0.44729
H 1.01285 3.63914 0.60209
H -1.60221 -0.08628 -2.49408
H -2.29332 1.50994 -2.14145
H 0.72478 -0.62370 -1.82415
H 3.01553 2.22447 0.40306
H 2.76787 -0.06378 -0.63380
H -2.32908 0.29466 -0.96993
C 0.16377 -2.10506 1.16934
C -1.04007 -2.70507 1.97946
H 0.33728 -1.09821 1.53234
H 1.01222 -2.76889 1.31721
H -0.13208 -2.11869 0.13658
H -0.71307 -3.48515 2.66171
H -1.53193 -1.97719 2.57358
H -1.74899 -3.13148 1.29462

=====

Entry 4:
Computed, not measured: 2 unconnected molecules or ions with the total composition C9H14, with ωB97M-V/def2-TZVPD.

For the energy above the lowest of the compared OMol25 structures with the same formula, charge and spin, the calculation gives 0.5198 eV. As for the electronic energy: -351.31109 Eh. The charge is 0. The SMILES is Cc1ccccc1.CC.

Geometry (Å):
C 0.50806 -0.74636 3.28697
C 1.44786 0.40646 3.67984
H 0.18125 -1.31351 4.16345
H -0.41641 -0.46339 2.80122
H 1.02816 -1.44083 2.63704
H 1.04915 1.35210 3.34021
H 2.43126 0.28636 3.22432
H 1.60470 0.43405 4.75812
C -0.16817 1.12135 0.05436
C -1.77230 0.08637 -3.20884
C -1.50124 0.80757 -2.05236
C -0.93725 -0.94757 -3.61187
C -0.36128 0.50272 -1.31232
C 0.19916 -1.23029 -2.87704
C 0.50095 -0.51058 -1.73266
H -2.73177 0.19213 -3.69656
H -2.10032 1.64496 -1.72229
H -1.18318 -1.37378 -4.57832
H 0.93600 -1.93126 -3.24545
H 0.90722 1.28230 0.14025
H -0.30103 0.46377 0.91084
H 1.37010 -0.69137 -1.10935
H -0.69092 2.06881 0.15044

=====

Entry 5:
Computed, not measured: 2 unconnected molecules or ions with the total composition C9H14, with ωB97M-V/def2-TZVPD.

For the energy above the lowest of the compared OMol25 structures with the same formula, charge and spin, the calculation gives 2.2338 eV. As for the electronic energy: -351.24810 Eh. The charge is 0. The SMILES is Cc1ccccc1.CC.

Geometry (Å):
C 0.03367 -0.19138 2.56835
C 2.50025 0.06029 -0.89043
C 1.23244 0.51584 -0.91239
C 3.10051 -0.29536 0.32674
C 0.48469 0.66244 0.33295
C 2.25876 -0.32251 1.49844
C 0.96789 0.00306 1.46926
H 3.05883 -0.09244 -1.87650
H 0.72354 0.75220 -2.00264
H 4.17917 -0.34703 0.42735
H -0.51278 1.15557 0.12666
H 2.75918 -0.72937 2.34558
H -0.34422 -1.28775 2.60003
H -0.81287 0.43097 2.29703
H 0.50015 0.13909 3.38949
C -2.39465 0.20870 -2.19308
C -2.68491 -0.40194 -0.77005
H -3.10360 0.87195 -2.60141
H -1.60960 0.99292 -2.26429
H -2.24829 -0.60880 -2.80801
H -1.72616 -0.60855 -0.17323
H -3.33786 -1.27487 -0.79601
H -3.02414 0.36696 -0.09385

=====

Entry 6:
Computed, not measured: 2 unconnected molecules or ions with the total composition C9H14, with ωB97M-V/def2-TZVPD.

For the energy above the lowest of the compared OMol25 structures with the same formula, charge and spin, the calculation gives 0.4991 eV. As for the electronic energy: -351.31185 Eh. The charge is 0. The SMILES is Cc1ccccc1.CC.

Geometry (Å):
C -3.47945 0.10411 2.04509
C -1.17433 -0.29200 -0.87386
C -0.21479 0.70982 -0.65171
C -2.27420 -0.40714 -0.04653
C -2.44438 0.47805 1.03869
C -0.42678 1.60623 0.39076
C -1.51114 1.47381 1.23186
H -0.92678 -0.99044 -1.66569
H 0.60652 0.80158 -1.34168
H -2.97430 -1.20402 -0.24460
H 0.37375 2.33529 0.46636
H -3.63789 0.92578 2.74816
H -3.20923 -0.81056 2.56845
H -1.49922 2.02684 2.16490
H -4.46996 -0.09121 1.62651
C 3.23790 -0.95639 -0.44667
C 3.65046 -0.76820 -1.89176
H 2.55385 -0.14426 -0.17785
H 2.54854 -1.78953 -0.28796
H 4.01793 -1.00132 0.30638
H 3.86061 -1.66756 -2.46879
H 4.51379 -0.11599 -2.04183
H 2.87911 -0.22290 -2.44824

=====

Entry 7:
Computed, not measured: 2 unconnected molecules or ions with the total composition C9H14, with ωB97M-V/def2-TZVPD.

For the energy above the lowest of the compared OMol25 structures with the same formula, charge and spin, the calculation gives 0.7667 eV. As for the electronic energy: -351.30202 Eh. The charge is 0. The SMILES is Cc1ccccc1.CC.

Geometry (Å):
C 0.29043 -0.81241 -2.44678
C 0.89233 0.13181 -0.18334
C 0.51271 -0.93833 -0.95299
C 0.88692 0.01488 1.20468
C 0.57760 -1.16812 1.84053
C 0.15929 -2.15219 -0.30692
C 0.18258 -2.26307 1.05045
H 1.22227 1.06701 -0.60239
H 0.90361 0.91469 1.80768
H -0.64840 -1.24504 -2.69064
H 1.03714 -1.27834 -3.08116
H 0.61804 -1.19075 2.91963
H 0.19418 -2.99162 -0.99406
H 0.02605 -3.15575 1.64144
H 0.17495 0.24278 -2.62654
C -0.79434 3.08239 -0.32523
C -1.92954 2.58681 0.58285
H -0.35641 3.99856 0.01761
H -0.02468 2.34458 -0.51605
H -1.24586 3.25260 -1.30418
H -2.03893 1.50605 0.52843
H -2.87272 3.09217 0.38724
H -1.67344 2.83253 1.60180

=====

Entry 8:
Computed, not measured: 2 unconnected molecules or ions with the total composition C9H14, with ωB97M-V/def2-TZVPD.

For the energy above the lowest of the compared OMol25 structures with the same formula, charge and spin, the calculation gives 0.6369 eV. As for the electronic energy: -351.30679 Eh. The charge is 0. The SMILES is Cc1ccccc1.CC.

Geometry (Å):
C 1.39135 -1.17355 3.30779
C 0.91575 -0.24056 -0.87192
C 1.58253 -1.38999 -0.45618
C 0.19228 0.48085 0.05984
C 1.61765 -1.77481 0.87791
C 0.31152 0.14065 1.41609
C 1.01377 -0.95780 1.85668
H 1.03199 0.18097 -1.86188
H 2.07075 -2.02407 -1.18610
H -0.36086 1.37639 -0.17487
H 2.04920 -2.74202 1.09878
H 0.02237 0.90556 2.13083
H 1.21910 -2.23651 3.48894
H 0.87031 -0.49659 3.98462
H 2.43622 -0.97105 3.53845
C -2.60620 1.34397 -2.33735
C -3.02903 2.66394 -2.96266
H -1.91447 0.76116 -2.95228
H -2.17394 1.48565 -1.35063
H -3.47198 0.68691 -2.28097
H -3.86852 3.04784 -2.38455
H -3.54084 2.42733 -3.90924
H -2.22014 3.32082 -3.25481